(1)
Here is a molecular structure, C3H4N2O from OMol25. Energies are from ωB97M-V with the def2-TZVPD basis set.

- energy relative to the best compared isomer or geometry (same formula, charge and spin) (eV) = 2.4330
- total energy (eV) = -8201.452

Structure (ORCA input):
```
! wB97M-V def2-TZVPD RIJCOSX def2/J DEFGRID3
* xyz 0 1
O -1.727 -0.798 -0.163
N 0.508 1.260 0.406
N 0.520 -0.814 -0.671
C 0.842 -0.160 0.616
C -0.769 -0.227 -0.634
C -0.470 1.232 -0.410
H -1.065 2.097 -0.678
H 0.410 -1.812 -0.508
H -0.045 -0.567 1.233
H 1.869 -0.300 0.971
*
```

---

(2)
Here is 2 unconnected molecules or ions with the total composition C3H4N2O from OMol25. Energies are from ωB97M-V with the def2-TZVPD basis set.

- energy relative to the best compared isomer or geometry (same formula, charge and spin) (eV) = 5.5261
- SMILES = C#[N+][O-].C#CN
- total energy (eV) = -8198.359

Structure (ORCA input):
```
! wB97M-V def2-TZVPD RIJCOSX def2/J DEFGRID3
* xyz 0 1
O 1.629 -3.127 0.073
N -1.254 1.148 -0.009
N 0.644 -2.443 0.187
C 0.049 1.319 -0.390
C 1.208 1.402 -0.705
C -0.330 -1.823 0.301
H -1.550 1.827 0.683
H -1.048 -1.028 0.383
H -1.894 1.154 -0.796
H 2.232 1.494 -0.991
*
```

---

(3)
Here is a single C3H4N2O molecule from OMol25. Energies are from ωB97M-V with the def2-TZVPD basis set.

- energy relative to the best compared isomer or geometry (same formula, charge and spin) (eV) = 3.4193
- SMILES = Oc1ccn[nH]1
- total energy (eV) = -8200.466

Structure (ORCA input):
```
! wB97M-V def2-TZVPD RIJCOSX def2/J DEFGRID3
* xyz 0 1
O 2.083 0.435 0.337
N 0.115 0.787 -0.993
N -1.201 0.523 -1.026
C -1.549 -0.370 -0.180
C 0.792 -0.001 0.239
C -0.178 -0.836 0.715
H -2.610 -0.733 -0.332
H -0.331 -1.658 1.436
H 0.171 1.810 -1.160
H 2.708 0.042 0.966
*
```

---

Here are the calculated HOMO level numbers, same order: -10.108; -9.521; -9.059 (eV).